1.
Below is a cluster of 3 separate species, C18H52BN6O2P2S in total at a distorted geometry, with properties calculated with ωB97M-V with the def2-TZVPD basis set.

As for the HOMO energy: -3.4853 eV. Its total charge is -1. The value obtained for the molecular weight is 489.48 g mol⁻¹.

```
82
C18H52BN6O2P2S (ωB97M-V with the def2-TZVPD basis set)
C -2.946 -3.986 -4.899
C -2.926 -4.188 -3.354
C -2.560 -5.647 -2.973
C -3.691 -6.249 -2.088
C -3.541 -5.721 -0.625
C -3.150 -6.794 0.434
B -1.979 -6.165 1.423
S -2.677 -4.865 2.654
H -3.835 -3.413 -5.179
H -2.996 -4.945 -5.416
H -2.057 -3.431 -5.207
H -3.895 -3.907 -2.940
H -2.191 -3.508 -2.917
H -1.646 -5.658 -2.374
H -2.440 -6.290 -3.851
H -4.642 -5.869 -2.485
H -3.706 -7.339 -2.165
H -2.732 -4.982 -0.643
H -4.451 -5.178 -0.353
H -2.835 -7.744 -0.012
H -4.029 -6.917 1.081
H -1.548 -7.075 2.104
H -1.081 -5.655 0.773
H -2.819 -3.689 2.004
O -0.330 -1.197 -2.761
P 0.891 -0.323 -2.873
N 1.824 -1.028 -1.611
C 2.576 -0.325 -0.590
C 2.247 -2.404 -1.850
N 0.164 1.148 -2.352
C 0.755 2.048 -1.376
C -1.282 1.127 -2.151
N 2.226 0.603 -3.539
C 1.793 1.224 -4.825
C 3.472 -0.104 -3.867
H 3.212 0.481 -0.980
H 3.246 -1.002 -0.060
H 1.919 0.102 0.169
H 2.999 -2.491 -2.650
H 1.395 -3.025 -2.134
H 2.668 -2.857 -0.953
H 0.630 1.673 -0.354
H 0.269 3.027 -1.424
H 1.811 2.234 -1.564
H -1.554 0.595 -1.231
H -1.794 0.655 -2.983
H -1.674 2.146 -2.082
H 1.547 0.463 -5.573
H 2.583 1.859 -5.230
H 0.914 1.849 -4.681
H 3.318 -0.918 -4.582
H 3.967 -0.510 -2.987
H 4.183 0.604 -4.297
O 2.868 3.571 2.649
P 1.787 3.967 3.628
N 0.528 2.964 3.013
C -0.841 3.354 2.741
C 0.731 1.528 3.205
N 1.627 5.594 3.063
C 0.357 6.238 2.770
C 2.608 6.049 2.084
N 0.878 4.449 5.053
C 1.774 5.219 5.969
C 0.304 3.395 5.906
H -1.316 3.915 3.556
H -1.472 2.481 2.574
H -0.912 3.955 1.832
H 0.660 1.220 4.257
H 1.717 1.228 2.843
H 0.007 0.940 2.642
H -0.051 5.913 1.806
H 0.491 7.322 2.719
H -0.382 6.065 3.550
H 2.417 5.623 1.092
H 3.619 5.785 2.381
H 2.585 7.139 1.996
H 2.601 4.600 6.330
H 1.218 5.584 6.833
H 2.198 6.084 5.464
H 1.060 2.702 6.284
H -0.468 2.819 5.400
H -0.196 3.859 6.758
```


2.
Below is a structure of composition C18H52CdO10S8 at a distorted geometry, with properties calculated with ωB97M-V with the def2-TZVPD basis set.

The value obtained for the energy above the lowest of the compared OMol25 structures with the same formula, charge and spin is 0.000 eV. As for the HOMO energy: -7.4300 eV. The value obtained for the molecular weight is 797.55 g mol⁻¹.

```
89
C18H52CdO10S8 (ωB97M-V with the def2-TZVPD basis set)
Cd 1.750 0.216 -1.382
O 1.536 0.877 0.558
C 0.102 0.764 0.734
C -0.796 -0.063 -0.308
O -0.350 0.050 -1.628
H -0.243 1.798 0.729
H -0.193 0.558 1.763
H -1.805 0.341 -0.223
H -0.896 -1.087 0.052
C 1.392 1.340 4.275
S 2.396 0.264 5.335
O 3.005 -0.956 4.602
C 3.861 1.277 5.787
H 0.407 0.942 4.032
H 1.954 1.624 3.385
H 1.210 2.289 4.779
H 4.596 1.237 4.982
H 4.317 0.866 6.687
H 3.672 2.307 6.087
C -1.776 -2.418 5.586
S -3.286 -2.456 4.507
O -4.506 -2.330 5.422
C -3.091 -0.885 3.588
H -1.674 -1.558 6.249
H -0.850 -2.357 5.015
H -1.748 -3.330 6.182
H -3.643 -0.789 2.653
H -2.043 -0.655 3.396
H -3.410 -0.122 4.298
C -3.233 -1.262 -3.559
S -3.236 -1.753 -5.328
O -2.027 -2.710 -5.480
C -4.773 -2.683 -5.261
H -3.478 -2.153 -2.981
H -3.850 -0.397 -3.312
H -2.220 -0.929 -3.334
H -5.686 -2.120 -5.068
H -4.706 -3.296 -4.363
H -4.836 -3.337 -6.131
C -0.006 3.555 -2.782
S 1.296 2.689 -3.688
O 1.918 1.839 -2.574
C 0.110 1.687 -4.675
H -0.480 4.248 -3.477
H 0.372 4.139 -1.942
H -0.737 2.863 -2.364
H -0.433 2.297 -5.397
H -0.599 1.164 -4.033
H 0.714 0.977 -5.240
C 1.598 -2.923 1.693
S 2.909 -2.666 0.411
O 2.388 -1.685 -0.648
C 4.106 -1.756 1.509
H 0.791 -3.369 1.112
H 1.196 -1.987 2.081
H 1.826 -3.563 2.546
H 3.783 -0.752 1.782
H 5.107 -1.742 1.078
H 4.272 -2.282 2.449
C -5.020 0.061 0.032
S -5.323 1.669 0.952
O -5.251 1.287 2.429
C -3.623 2.322 0.607
H -5.962 -0.372 -0.305
H -4.511 -0.564 0.765
H -4.401 0.090 -0.865
H -3.385 2.083 -0.430
H -2.825 1.905 1.220
H -3.668 3.404 0.739
C 1.270 -1.680 -5.506
S 2.057 -1.980 -3.817
O 2.048 -0.624 -3.131
C 0.837 -3.143 -3.054
H 1.114 -2.669 -5.936
H 1.756 -0.909 -6.104
H 0.250 -1.298 -5.467
H 1.142 -4.177 -3.211
H -0.206 -2.997 -3.335
H 0.826 -2.993 -1.975
C 3.549 3.664 -0.522
S 5.002 3.618 0.632
O 4.959 4.940 1.436
C 4.508 2.141 1.637
H 3.413 4.532 -1.167
H 2.594 3.494 -0.025
H 3.808 2.847 -1.196
H 3.502 2.383 1.980
H 5.136 1.850 2.479
H 4.433 1.280 0.973
```


3.
Below is a cluster of 8 separate species, C18H52O18S5 in total at a distorted geometry, with properties calculated with ωB97M-V with the def2-TZVPD basis set.

The value obtained for the energy above the lowest of the compared OMol25 structures with the same formula, charge and spin is 0.000 eV. As for the HOMO energy: -10.3408 eV. As for the SMILES: CCOS(C)(=O)=O.CCOS(C)(=O)=O.CCOS(C)(=O)=O.CCOS(C)(=O)=O.CCOS(C)(=O)=O.CO.CO.CO. The value obtained for the molecular weight is 716.93 g mol⁻¹.

```
93
C18H52O18S5 (ωB97M-V with the def2-TZVPD basis set)
C -1.737 -0.695 6.313
C -2.328 0.682 6.007
O -1.305 1.675 6.198
S -1.855 3.116 6.721
C -2.858 3.596 5.260
O -2.675 2.937 7.878
O -0.705 3.964 6.675
H -0.748 -0.820 5.877
H -2.445 -1.480 6.056
H -1.618 -0.711 7.398
H -2.776 0.857 5.025
H -3.162 0.854 6.696
H -3.038 4.665 5.320
H -3.762 2.997 5.244
H -2.153 3.396 4.455
C 1.417 2.788 -8.119
C 2.398 2.703 -6.942
O 1.670 2.281 -5.794
S 2.390 2.309 -4.359
C 2.278 0.556 -3.943
O 3.789 2.619 -4.584
O 1.606 3.105 -3.446
H 0.577 3.414 -7.809
H 0.927 1.821 -8.268
H 1.900 3.103 -9.037
H 3.158 1.969 -7.203
H 2.812 3.703 -6.841
H 2.724 0.405 -2.965
H 2.773 0.095 -4.791
H 1.212 0.350 -3.864
C -0.999 -1.336 -1.054
C -0.091 -0.233 -0.534
O -0.780 0.576 0.428
S -0.021 1.052 1.767
C 0.111 -0.565 2.532
O 1.296 1.555 1.434
O -1.004 1.865 2.447
H -1.128 -2.041 -0.231
H -0.639 -1.898 -1.913
H -1.925 -0.889 -1.415
H 0.820 -0.624 -0.079
H 0.232 0.407 -1.357
H 0.530 -0.479 3.533
H 0.690 -1.240 1.907
H -0.868 -1.032 2.632
C 0.838 -1.038 -8.555
C -0.112 -1.119 -7.353
O 0.617 -1.879 -6.372
S -0.150 -2.203 -4.957
C -1.435 -3.318 -5.571
O 0.778 -2.994 -4.198
O -0.759 -1.007 -4.501
H 1.793 -0.707 -8.151
H 0.499 -0.367 -9.341
H 0.951 -2.026 -8.998
H -0.258 -0.141 -6.886
H -1.089 -1.508 -7.638
H -2.048 -2.789 -6.295
H -2.049 -3.619 -4.722
H -1.022 -4.213 -6.026
C 5.116 0.776 3.131
C 4.663 1.794 4.149
O 4.218 1.142 5.355
S 2.694 0.559 5.404
C 2.576 0.630 7.197
O 1.807 1.501 4.777
O 2.717 -0.811 4.969
H 5.527 1.264 2.247
H 4.219 0.244 2.797
H 5.781 0.001 3.507
H 5.447 2.462 4.507
H 3.880 2.434 3.734
H 2.352 1.672 7.426
H 3.569 0.486 7.616
H 1.835 -0.086 7.532
C -4.487 1.464 -0.093
O -5.763 0.991 0.295
H -3.810 1.379 0.760
H -4.063 0.916 -0.933
H -4.497 2.553 -0.192
H -6.426 1.168 -0.374
C 0.759 -4.027 4.456
O 1.086 -4.085 3.073
H 1.288 -4.753 5.075
H 0.934 -2.987 4.734
H -0.307 -4.236 4.619
H 1.454 -4.947 2.863
C -3.682 -3.179 -1.927
O -4.562 -3.644 -2.918
H -3.466 -3.894 -1.124
H -2.711 -2.928 -2.357
H -4.067 -2.253 -1.480
H -5.329 -4.051 -2.509
```


| no. | frontier orbital gap (eV) |
| --- | --- |
| 1 | 4.81 |
| 2 | 7.51 |
| 3 | 10.62 |